No. 1
A molecular structure, C5H8FMnO4. Source: OMol25; level of theory: ωB97M-V/def2-TZVPD.

```
19
Properties=species:S:1:pos:R:3
C 1.353 -1.257 0.412
O 0.432 -0.328 -0.159
C 1.848 -2.180 -0.677
H 2.167 -0.660 0.847
H 0.874 -1.819 1.227
H 2.550 -2.903 -0.241
H 1.018 -2.731 -1.139
H 2.370 -1.616 -1.460
C -0.775 1.338 -0.939
O -0.734 1.412 0.654
C -0.793 0.024 0.881
C -1.981 -0.347 -0.016
O -1.849 0.582 -1.111
O -0.674 2.494 -1.334
F 0.198 5.640 0.788
H -0.780 -0.185 1.956
H -1.866 -1.374 -0.381
H -2.946 -0.192 0.478
Mn -0.413 4.103 0.215
```

Computed properties:
multiplicity	6
total charge	+1
gap between HOMO and LUMO (spin up / spin down)	8.887 / 8.548	eV
⟨S²⟩	8.7556


No. 2
2 unconnected molecules or ions with the total composition C27H43BrClNO3PS. Source: OMol25; level of theory: ωB97M-V/def2-TZVPD.

```
78
Properties=species:S:1:pos:R:3
C -0.633 -1.808 2.073
C 0.587 -1.500 1.137
C 1.166 -0.046 0.997
C 1.629 0.297 2.498
P 0.260 1.338 0.052
C -1.155 0.208 -0.636
C -0.905 -0.884 -1.716
C -1.954 -2.094 -1.536
C -1.230 -3.417 -2.006
S -2.207 -4.936 -1.767
O -3.306 -4.974 -2.723
O -1.304 -6.057 -2.063
Cl -2.764 -5.139 0.207
C -0.970 1.741 1.507
C -2.258 2.562 1.105
C -3.568 1.694 0.977
C -4.386 1.942 -0.214
C -5.574 1.139 -0.408
C -5.961 0.098 0.523
C -5.175 -0.137 1.713
C -3.970 0.675 1.919
C 1.289 1.132 -1.582
C 0.405 1.726 -2.859
C 0.822 1.114 -4.290
O 1.158 2.535 -3.822
C 1.514 2.732 0.576
Br 3.459 2.352 0.598
C 1.336 4.091 -0.261
C 0.239 5.015 0.383
H -1.639 -1.859 1.594
H -0.474 -2.805 2.579
H -0.710 -1.072 2.923
H 0.507 -2.130 0.216
H 1.434 -2.034 1.683
H 2.127 -0.217 0.424
H 2.758 0.283 2.503
H 1.334 -0.472 3.249
H 1.330 1.297 2.869
H -0.409 2.422 -0.660
H -1.923 0.891 -1.120
H -1.793 -0.264 0.167
H 0.089 -1.386 -1.774
H -1.135 -0.535 -2.765
H -2.281 -2.231 -0.479
H -2.876 -1.924 -2.155
H -0.949 -3.281 -3.078
H -0.261 -3.501 -1.438
H -1.357 0.815 2.023
H -0.518 2.312 2.362
H -2.158 3.226 0.216
H -2.504 3.257 1.966
H -4.067 2.725 -0.938
H -6.166 1.330 -1.336
H -6.871 -0.505 0.293
H -5.402 -0.925 2.463
H -3.328 0.496 2.809
H 1.640 0.116 -1.839
H 2.112 1.863 -1.746
H -0.706 1.946 -2.684
H 0.033 1.072 -5.065
H 1.613 0.367 -4.090
H 1.344 3.101 1.628
H 2.318 4.626 -0.115
H 1.238 3.922 -1.357
H 0.082 4.798 1.479
H 0.619 6.076 0.352
H -0.765 4.940 -0.097
N 4.782 -1.215 0.383
C 5.686 -1.235 1.366
C 6.389 -2.368 1.745
C 6.137 -3.552 1.070
C 5.202 -3.556 0.048
C 4.557 -2.366 -0.255
H 5.845 -0.285 1.866
H 7.113 -2.325 2.549
H 6.664 -4.461 1.337
H 4.977 -4.461 -0.503
H 3.819 -2.318 -1.050
```

Computed properties:
total charge	-1
gap between HOMO and LUMO	6.168	eV


No. 3
A single C4H9NO2 molecule. Source: OMol25; level of theory: ωB97M-V/def2-TZVPD.

```
16
Properties=species:S:1:pos:R:3
C -1.091 -0.012 -0.432
C -0.519 0.585 -1.676
N -1.130 0.758 0.718
C 1.013 -0.423 1.053
C 2.332 -0.266 0.807
O 0.117 1.055 1.151
O -2.155 -0.831 -0.682
H -2.396 -1.330 0.109
H -1.716 0.357 1.455
H 0.232 -0.679 0.132
H 0.707 -1.025 1.909
H 0.286 1.269 -1.416
H -0.137 -0.199 -2.330
H -1.301 1.134 -2.212
H 2.681 0.375 0.007
H 3.078 -0.768 1.407
```

Computed properties:
energy relative to the best compared isomer or geometry (same formula, charge and spin)	146.5	kcal/mol
gap between HOMO and LUMO (spin up / spin down)	7.942 / 7.940	eV


No. 4
2 unconnected molecules or ions with the total composition F2HNS. Source: OMol25; level of theory: ωB97M-V/def2-TZVPD.

```
5
Properties=species:S:1:pos:R:3
N 0.871 -1.455 -0.341
F -0.662 1.818 0.990
F -1.774 0.066 0.025
S -0.395 0.812 -0.213
H 1.960 -1.240 -0.461
```

Computed properties:
energy relative to the best compared isomer or geometry (same formula, charge and spin)	103.4	kcal/mol
gap between HOMO and LUMO (spin up / spin down)	8.201 / 8.312	eV